(1)
Computed, not measured: one molecule with the formula C5H11N in a non-equilibrium geometry, with ωB97M-V with the def2-TZVPD basis set.

```
17
Properties=species:S:1:pos:R:3:nbo_charge:R:1
C -1.8045 1.6124 0.3881 -0.39
N -0.8472 0.5828 -0.0325 -0.68
C -0.3177 -0.4415 0.7576 -0.03
C 1.1978 -0.2011 1.0093 -0.48
C 0.6952 -1.3472 -0.0793 -0.22
C 1.0893 -1.0883 -1.5083 -0.63
H -2.1828 1.4564 1.3910 0.20
H -2.5727 1.7593 -0.3255 0.19
H -1.2122 2.5512 0.4370 0.17
H -0.5010 0.6623 -1.0176 0.37
H -1.0179 -0.6669 1.5641 0.21
H 1.3371 0.8582 0.7026 0.22
H 1.6929 -0.5802 1.9317 0.21
H 0.7826 -2.3724 0.3278 0.22
H 0.5845 -1.8014 -2.1857 0.22
H 2.1852 -0.9080 -1.5893 0.23
H 0.8914 -0.0755 -1.7711 0.20
```

ΔE to the lowest compared entry with this formula, charge and spin   64.35 kcal/mol
Kohn-Sham gap   8.63 eV
Structure (SMILES)   CN[C@@H]1C[C@@H]1C
Strongest force on any atom   4.0 eV/A
LUMO   1.16 eV
E_HOMO   -7.47 eV

---

(2)
Computed, not measured: a 16-piece molecular cluster, C67H192N22O16P7S8 overall in a non-equilibrium geometry, with ωB97M-V with the def2-TZVPD basis set.

```
312
Properties=species:S:1:pos:R:3:mulliken_charge:R:1
C 2.3521 0.4848 -0.3503 0.28
C 1.1659 -0.3499 -0.9651 2.40
C 0.2108 -0.8543 0.2014 0.25
C -0.5833 0.2415 0.8699 0.03
C -1.3945 0.9296 -0.1952 -1.74
C -0.5007 1.5906 -1.3444 2.95
N 0.3709 0.5256 -1.8917 1.13
O 1.0752 0.8711 -3.0928 -0.19
C 0.3247 2.7985 -0.7950 0.14
C -1.4346 2.0792 -2.4303 -1.16
C 1.6703 -1.6129 -1.7061 -0.23
H 1.9797 1.1231 0.4446 -0.89
H 2.7270 1.0622 -1.2073 -0.44
H 3.2133 -0.1277 -0.0144 -0.21
H 0.9118 -1.3713 0.8752 -0.02
H -0.4846 -1.5891 -0.2155 -0.34
H 0.0517 1.0545 1.3111 -1.36
H -1.2228 -0.1709 1.6561 0.87
H -1.9741 1.7565 0.1734 1.10
H -2.0597 0.2531 -0.7546 -0.73
H 0.5657 2.8940 0.2643 -0.98
H -0.2126 3.7292 -1.0360 0.14
H 1.2346 2.8498 -1.3796 -0.52
H -1.9097 2.9844 -1.9831 0.09
H -2.1579 1.3218 -2.6886 -0.42
H -0.7580 2.3652 -3.2333 0.31
H 0.8028 -2.2061 -2.0054 -0.18
H 2.2813 -2.0601 -0.9033 0.14
H 2.2216 -1.1210 -2.5161 -1.01
C 4.6256 6.9620 1.5310 -1.12
S 4.1841 5.6820 0.2980 0.63
O 5.4465 4.9986 -0.0618 -0.62
C 3.2380 4.6316 1.4260 -0.37
H 5.1526 7.6368 0.8407 0.40
H 5.2675 6.6271 2.3299 0.32
H 3.6759 7.4137 1.8953 0.33
H 2.9236 3.7720 0.8317 -0.58
H 2.4425 5.2325 1.9005 0.55
H 4.0446 4.3383 2.1155 0.40
C -1.8316 -0.6549 -5.1137 -0.81
S -3.0598 -1.4417 -4.0272 0.98
O -3.5000 -2.6868 -4.7137 -0.81
C -1.9117 -1.9724 -2.7864 -0.24
H -1.3965 -1.5406 -5.6120 0.33
H -1.1026 -0.1271 -4.4619 -0.13
H -2.3674 0.0045 -5.8013 0.48
H -1.2051 -2.6599 -3.2395 0.25
H -2.4342 -2.4901 -1.9750 0.04
H -1.3221 -1.1142 -2.4173 -0.40
C -2.3121 6.3847 -0.6365 -0.57
S -1.4787 7.6858 0.2844 0.35
O -2.1556 7.8144 1.5929 -0.63
C 0.0202 6.7403 0.5796 -0.38
H -2.2478 5.5735 0.1003 -0.08
H -1.8029 6.1747 -1.5993 0.35
H -3.3519 6.6621 -0.7070 0.42
H 0.6879 7.4305 1.0888 0.38
H 0.4511 6.5179 -0.4042 0.27
H -0.1549 5.8743 1.2224 -0.14
C 7.9290 3.3403 -1.4407 -0.65
S 6.6088 2.4771 -2.3649 0.78
O 7.3797 1.3822 -3.0252 -0.72
C 5.6109 1.8829 -0.9983 1.54
H 8.5628 2.5231 -1.1258 -0.11
H 7.4515 3.9318 -0.6645 0.33
H 8.4053 3.9421 -2.2397 0.40
H 4.6990 1.5242 -1.4785 -0.89
H 5.3808 2.7457 -0.3646 0.02
H 6.1764 1.0686 -0.5309 -0.61
C -2.5044 4.6851 3.4815 -0.91
S -1.2677 3.4085 2.8923 0.85
O 0.0607 4.0646 2.7919 -0.70
C -1.1150 2.4729 4.4206 -0.98
H -2.0840 5.0014 4.4458 0.41
H -3.4041 4.0707 3.6236 0.21
H -2.6463 5.4850 2.7826 0.29
H -0.7270 3.2375 5.1004 0.42
H -0.3298 1.7575 4.1973 -0.09
H -2.0042 1.9223 4.7579 0.42
C 1.3100 3.3991 -4.9867 -0.45
S 2.8446 4.3782 -4.8748 0.50
O 2.4609 5.7703 -5.2275 -0.74
C 3.1279 4.4087 -3.1001 -0.42
H 0.4982 4.1102 -4.9180 0.44
H 1.2674 2.7395 -4.0931 -0.41
H 1.2752 2.7998 -5.8886 0.41
H 2.2246 4.5640 -2.5091 -0.01
H 3.8117 5.2383 -2.9955 0.46
H 3.6733 3.4797 -2.8427 0.08
C 1.4912 -1.9788 -5.3704 0.92
S 1.3132 -2.9537 -6.8922 0.50
O -0.0590 -2.6767 -7.4760 -0.70
C 2.5237 -2.1097 -7.9051 -0.80
H 2.4855 -2.2159 -4.9934 0.01
H 0.6747 -2.3146 -4.7374 -0.89
H 1.3166 -0.9243 -5.6183 0.15
H 3.5536 -2.2593 -7.5826 0.20
H 2.2976 -1.0402 -7.9514 0.26
H 2.2215 -2.5157 -8.8624 0.43
C 4.3491 0.4183 -4.4618 0.68
S 5.7210 -0.3980 -5.3156 0.49
O 5.0560 -1.2480 -6.3339 -0.58
C 6.4025 1.1257 -6.0446 -0.98
H 3.5856 0.7986 -5.1557 0.36
H 4.7605 1.2172 -3.8327 -0.50
H 3.9588 -0.3732 -3.8276 -0.56
H 5.5654 1.5056 -6.6326 0.30
H 7.2120 0.7709 -6.6680 0.41
H 6.7669 1.7618 -5.2516 0.22
O 5.0391 0.6313 5.6016 -0.86
P 3.6002 0.8307 5.8821 0.30
N 2.9580 -0.3871 6.8290 0.38
C 1.5875 -0.8047 6.9625 -1.29
C 3.8561 -1.1367 7.7350 -1.07
N 2.5396 0.7858 4.5205 1.48
C 2.3464 -0.5050 3.8190 -0.98
C 2.6414 1.9132 3.5454 -0.87
N 3.3802 2.3440 6.5750 0.29
C 4.4735 3.2547 6.7901 -1.11
C 2.0138 2.9330 6.6961 -1.04
H 1.2641 -0.6224 8.0091 0.24
H 1.5171 -1.8697 6.7484 0.61
H 0.9707 -0.3527 6.2186 0.23
H 4.8438 -0.6436 7.6625 0.27
H 3.9175 -2.1597 7.3749 0.31
H 3.4942 -1.0718 8.7699 0.31
H 2.1921 -1.3045 4.5321 0.50
H 1.4493 -0.4421 3.1845 -0.04
H 3.2533 -0.7484 3.2677 0.00
H 1.7481 2.0018 2.9320 -0.45
H 2.7796 2.8440 4.0794 0.56
H 3.5259 1.6766 2.9452 0.19
H 4.0849 4.2428 6.4667 0.36
H 4.6469 3.2441 7.8752 0.32
H 5.3962 2.9650 6.3067 0.29
H 1.3222 2.0834 6.6921 0.17
H 1.7453 3.5112 5.8273 0.38
H 1.8639 3.4108 7.6626 0.48
O -6.5584 -2.5221 -2.9716 -0.94
P -6.7111 -2.1529 -1.5454 0.51
N -8.3621 -2.4704 -1.0113 0.12
C -9.3494 -2.9695 -2.0052 -1.00
C -8.9090 -2.0447 0.3012 -0.44
N -6.5685 -0.4269 -1.2103 1.31
C -5.1975 0.1028 -1.4841 -0.83
C -7.5546 0.2833 -2.0215 -1.10
N -5.5511 -2.8785 -0.5145 0.64
C -4.9045 -4.0905 -0.9514 -0.92
C -5.3603 -2.4771 0.8963 -0.17
H -8.7364 -3.3108 -2.8278 0.29
H -10.0815 -2.1575 -2.2397 0.28
H -9.9725 -3.8013 -1.6834 0.33
H -9.7823 -1.4068 0.1622 0.38
H -8.1481 -1.4532 0.7797 -0.32
H -9.1746 -2.9069 0.9161 0.34
H -4.8982 0.0864 -2.5482 0.14
H -5.1074 1.1367 -1.1021 0.02
H -4.4908 -0.4964 -0.9046 -0.09
H -8.5304 -0.1689 -1.9711 0.36
H -7.6669 1.2831 -1.6394 -0.15
H -7.1749 0.2767 -3.0574 0.36
H -4.1698 -4.4186 -0.1899 0.08
H -5.5883 -4.9402 -1.1458 0.25
H -4.4126 -3.8765 -1.9216 0.35
H -5.7219 -3.2434 1.5734 0.57
H -5.7751 -1.4998 1.0975 -0.77
H -4.2758 -2.3560 1.0594 0.23
O -6.2480 2.8724 4.6870 -0.93
P -6.6788 1.7000 3.9326 0.69
N -6.0083 1.4505 2.2796 1.05
C -6.3057 2.4508 1.2391 -1.32
C -4.5888 1.1264 2.3008 -0.27
N -8.3368 1.6180 3.6617 0.48
C -9.0235 0.9307 2.6312 -1.02
C -9.2936 2.1206 4.6425 -1.09
N -6.2679 0.2235 4.6445 0.25
C -5.4678 0.0671 5.8754 -1.03
C -6.7460 -1.0325 4.1086 -0.80
H -5.4817 3.1715 1.2104 0.37
H -7.2665 2.9511 1.4553 0.41
H -6.4309 1.9904 0.2698 0.07
H -4.2410 0.5706 1.4437 -0.28
H -4.3409 0.5262 3.1836 0.28
H -4.0177 2.0725 2.3018 -0.20
H -8.3914 0.7058 1.7846 -0.06
H -9.4931 0.0053 3.0660 0.29
H -9.9201 1.4747 2.2928 0.45
H -9.9947 2.8566 4.2280 0.33
H -9.9095 1.3023 5.0411 0.33
H -8.7867 2.6279 5.4711 0.31
H -4.4138 -0.1390 5.6335 0.29
H -5.5565 0.9468 6.4780 0.26
H -5.8029 -0.7893 6.4537 0.46
H -6.2141 -1.8542 4.5765 0.46
H -6.5652 -1.1670 3.0267 0.19
H -7.8125 -1.1566 4.2918 0.16
O -0.6891 -3.3972 5.1313 -0.93
P -0.9051 -4.5980 4.2306 0.22
N -2.5278 -4.8474 3.9493 0.52
C -3.5162 -4.0114 4.6355 -1.47
C -3.1063 -5.8752 3.1451 -0.76
N -0.1768 -5.9722 4.9082 0.42
C 0.3189 -7.1336 4.1505 -1.12
C -0.0588 -6.1049 6.3880 -1.08
N -0.1900 -4.5735 2.7093 0.78
C 1.2750 -4.2789 2.5790 -0.18
C -0.8742 -3.8327 1.6286 -0.99
H -3.5015 -4.0699 5.7094 0.27
H -4.5070 -4.3298 4.3096 0.50
H -3.3538 -2.9493 4.4417 0.43
H -2.3244 -6.4773 2.7042 0.27
H -3.8314 -5.4355 2.4241 0.13
H -3.7756 -6.5420 3.7106 0.39
H 0.2623 -6.9964 3.0754 0.30
H 1.3848 -7.2557 4.3469 0.42
H -0.1709 -8.0403 4.5113 0.36
H -0.0696 -5.1388 6.8828 0.28
H -0.9243 -6.6516 6.7927 0.23
H 0.8893 -6.5982 6.5162 0.36
H 1.5548 -4.4154 1.5468 -0.28
H 1.4924 -3.1957 2.7629 -0.21
H 1.8158 -4.9034 3.2930 0.53
H -0.6756 -2.7628 1.7725 0.52
H -1.9303 -4.0810 1.5603 0.03
H -0.4192 -4.1180 0.6775 0.15
O 8.7933 -2.6399 2.1478 -0.94
P 8.6069 -1.2447 1.7130 0.18
N 9.0080 -0.0937 2.9136 0.38
C 10.1815 0.7473 3.0558 -0.92
C 8.5008 -0.5988 4.2377 -1.18
N 7.0555 -0.9078 1.0317 1.00
C 6.6577 -1.9465 0.0405 -1.39
C 5.9197 -0.6956 1.9088 -0.86
N 9.6100 -0.8474 0.4289 0.57
C 9.5514 0.4082 -0.3700 -1.46
C 10.8082 -1.6872 0.0902 -1.16
H 10.4668 1.1928 2.1050 0.25
H 11.0128 0.2176 3.5546 0.30
H 9.9412 1.5831 3.7378 0.32
H 8.0992 0.1866 4.8654 0.44
H 9.3240 -1.1003 4.8018 0.30
H 7.6642 -1.2562 4.0332 0.31
H 7.4410 -2.1921 -0.6696 0.53
H 6.2584 -2.8094 0.5981 0.26
H 5.8089 -1.5721 -0.5332 0.21
H 5.6967 -1.6247 2.4833 0.51
H 6.0541 0.1814 2.4950 0.73
H 4.9979 -0.5185 1.3136 -0.56
H 8.8912 0.3193 -1.2512 0.42
H 9.1782 1.2629 0.1886 0.40
H 10.5477 0.6322 -0.7256 0.31
H 10.8953 -1.9321 -0.9700 0.35
H 10.7395 -2.6423 0.6136 0.38
H 11.7263 -1.1875 0.3123 0.33
O 4.9616 -4.7800 -1.6980 -0.69
P 4.1193 -5.7683 -2.4715 0.02
N 2.4776 -5.5874 -2.1050 0.98
C 2.0471 -5.4756 -0.6722 -0.44
C 1.3611 -5.3766 -2.9893 -0.99
N 4.4887 -7.4169 -2.1727 0.38
C 3.5623 -8.4747 -1.7648 -1.10
C 5.8950 -7.8039 -1.8767 -1.12
N 4.4405 -5.7291 -4.1193 0.67
C 4.9677 -4.5253 -4.8046 -1.03
C 4.0991 -6.8092 -5.0358 -1.17
H 1.0373 -5.8737 -0.6884 0.46
H 1.9261 -4.4269 -0.3969 -0.76
H 2.6943 -5.9272 0.0765 0.44
H 0.6450 -6.1642 -2.7634 0.33
H 1.5851 -5.4029 -4.0617 0.24
H 0.9092 -4.3868 -2.8446 0.18
H 3.7396 -8.9540 -0.7961 0.32
H 2.5321 -8.1763 -1.7765 0.28
H 3.7657 -9.3768 -2.4175 0.34
H 5.9925 -8.0918 -0.8227 0.31
H 6.0507 -8.6959 -2.4733 0.38
H 6.5654 -6.9822 -2.0989 0.27
H 4.1016 -4.0112 -5.2350 0.14
H 5.5019 -3.8878 -4.1181 0.27
H 5.7215 -4.8115 -5.5386 0.39
H 3.4744 -6.4025 -5.8297 0.38
H 3.4445 -7.5533 -4.5476 0.31
H 5.0308 -7.3005 -5.3023 0.31
O -7.1979 3.0573 -5.4352 -0.98
P -6.5017 4.1670 -4.7879 0.53
N -6.3281 5.5300 -5.8259 0.32
C -6.5104 5.4077 -7.3021 -1.11
C -5.7410 6.7718 -5.3939 -1.14
N -4.9230 3.7551 -4.3493 0.36
C -4.1242 4.5001 -3.3541 -0.97
C -4.2399 2.6240 -4.9837 -1.18
N -7.1703 4.8420 -3.3146 0.23
C -8.4970 5.4855 -3.5688 -1.17
C -7.2369 3.9528 -2.1487 -0.60
H -7.4248 5.9496 -7.6168 0.30
H -6.5574 4.3853 -7.5928 0.33
H -5.7183 5.9670 -7.8466 0.33
H -4.6733 6.8009 -5.6769 0.28
H -5.8107 6.9626 -4.3190 0.35
H -6.2830 7.6121 -5.8530 0.39
H -4.2199 4.0102 -2.3814 0.18
H -3.0932 4.3774 -3.6572 0.78
H -4.4924 5.5189 -3.1821 0.17
H -4.6646 1.6642 -4.6445 0.39
H -4.2390 2.7377 -6.0481 0.41
H -3.1916 2.6098 -4.6614 0.25
H -9.2688 4.7368 -3.6676 0.34
H -8.6549 6.1503 -2.7205 0.38
H -8.5495 6.1104 -4.4658 0.38
H -7.2248 4.5749 -1.2477 0.35
H -6.3660 3.3069 -2.1249 -0.29
H -8.1137 3.2854 -2.1703 0.45
```

Kohn-Sham gap   5.12 eV
Strongest force on any atom   3.4 eV/A
LUMO   1.56 eV
E_HOMO   -3.56 eV
Charge   -1

---

Looking at DFT total energy for the records above, in order, we have -251.7600; -10651.4713 hartree.